Record 1
{
  "formula": "C9H6CoN2O4",
  "method": "the ωB97M-V functional and the def2-TZVPD basis",
  "symbols": ["O", "C", "Co", "O", "C", "C", "O", "C", "O", "N", "C", "C", "C", "N", "C", "C", "H", "H", "H", "H", "H", "H"],
  "coordinates": [[-0.0701, 2.6410, -1.8305], [-0.5495, 1.5357, -2.1178], [-0.8954, -0.2093, -2.3710], [3.1784, -0.9790, -3.2286], [2.1098, -0.7556, -3.0535], [-2.4141, 0.0107, -3.3793], [-3.4972, 0.1911, -3.8676], [-1.1696, -1.9809, -1.9918], [-1.1409, -3.1373, -1.8537], [0.6741, 0.5217, 3.8371], [0.4629, 0.3071, 2.5056], [-0.8495, 0.3713, 1.9975], [-1.0286, 0.1638, 0.6068], [0.0065, -0.1121, -0.1873], [1.2493, -0.1733, 0.2730], [1.5241, 0.0267, 1.6324], [-0.0877, 0.7215, 4.4713], [1.6027, 0.4833, 4.2382], [-1.7048, 0.5765, 2.6155], [-2.0119, 0.2191, 0.1456], [2.0589, -0.3906, -0.4433], [2.5525, -0.0315, 2.0015]],
  "e_above_lowest_kj_mol": 241.35,
  "s_squared": 6.060,
  "total_charge": 3,
  "lumo_energy_ha": [-0.50057, -0.64931],
  "gap_ev": [6.33, 3.25],
  "multiplicity": 5
}

Record 2
{
  "formula": "C2H4N4O2",
  "method": "the ωB97M-V functional and the def2-TZVPD basis",
  "symbols": ["C", "N", "N", "N", "N", "O", "C", "O", "H", "H", "H", "H"],
  "coordinates": [[-1.6071, -0.0345, 0.5308], [-0.7146, -0.6559, -0.5596], [0.6514, -0.3828, -0.4682], [1.5739, -1.3274, -0.1563], [2.5762, -0.7626, 0.1670], [2.3450, 0.6400, 0.2770], [1.1401, 0.7928, -0.2214], [0.7012, 1.9053, -0.3407], [-1.3616, 1.0986, 0.5601], [-2.5644, -0.1176, 0.2222], [-1.6845, -0.6737, 1.4500], [-1.0557, -0.4822, -1.4610]],
  "e_above_lowest_kj_mol": 302.65,
  "smiles": "CNn1nnoc1=O",
  "lumo_energy_ha": 0.02789,
  "gap_ev": 11.21
}

Record 3
{
  "formula": "C4HNO2",
  "method": "the ωB97M-V functional and the def2-TZVPD basis",
  "symbols": ["C", "C", "C", "C", "N", "O", "O", "H"],
  "coordinates": [[-0.1842, -0.2962, 0.2201], [-1.4940, -0.0862, 0.2669], [-3.1707, -1.0091, 1.8519], [1.2356, -1.4553, 2.0411], [0.6315, -0.8231, 1.1998], [-2.3011, -0.6256, 1.2111], [1.9456, -2.1000, 2.7215], [0.2718, 0.4206, -0.4503]],
  "e_above_lowest_kj_mol": 408.26,
  "lumo_energy_ha": [-0.02607, -0.02608],
  "gap_ev": [8.43, 8.43]
}

Record 4
{
  "formula": "C28H42BrN3P2Zn",
  "method": "the ωB97M-V functional and the def2-TZVPD basis",
  "symbols": ["C", "C", "C", "C", "N", "C", "C", "C", "C", "C", "C", "C", "C", "C", "Zn", "P", "H", "H", "H", "H", "H", "H", "H", "H", "C", "C", "H", "H", "H", "H", "H", "C", "C", "H", "H", "H", "H", "H", "C", "C", "H", "H", "H", "H", "H", "Br", "P", "C", "C", "H", "H", "H", "H", "H", "C", "C", "H", "H", "H", "H", "H", "C", "C", "H", "H", "H", "H", "H", "N", "C", "C", "N", "C", "H", "H", "H", "H"],
  "coordinates": [[4.9675, -4.7623, -6.7081], [5.4614, -3.7190, -5.9111], [6.7868, -3.2889, -6.0833], [7.5741, -3.9279, -7.0490], [7.0833, -4.9231, -7.7917], [5.8241, -5.3433, -7.6499], [4.6267, -3.1148, -4.9088], [4.0199, -2.5953, -3.9940], [3.2726, -2.0461, -2.9637], [1.9675, -1.6455, -3.2467], [1.2530, -1.0102, -2.2302], [1.9016, -0.8479, -1.0151], [3.1704, -1.2851, -0.7004], [3.8886, -1.9051, -1.7157], [0.6776, 0.3637, -0.0413], [-0.0022, 2.1708, -1.2576], [7.1980, -2.4870, -5.4664], [3.9437, -5.1222, -6.5843], [8.6089, -3.6139, -7.2028], [5.4628, -6.1571, -8.2827], [4.9113, -2.2808, -1.5579], [1.5370, -1.8138, -4.2317], [3.6205, -1.1889, 0.2871], [0.2435, -0.6644, -2.4446], [-0.7205, 3.4488, -0.1587], [-0.4196, 4.9139, -0.4394], [-0.3868, 3.1732, 0.8545], [-1.8048, 3.2602, -0.2006], [-0.9499, 5.5202, 0.3001], [0.6408, 5.1559, -0.3471], [-0.7608, 5.2345, -1.4258], [1.6121, 2.7617, -1.9174], [1.7987, 2.8340, -3.4289], [2.3656, 2.0648, -1.5063], [1.7825, 3.7379, -1.4414], [2.8430, 3.1084, -3.6312], [1.6130, 1.8717, -3.9257], [1.1591, 3.5987, -3.8857], [-1.1554, 2.0921, -2.6841], [-1.7071, 3.4129, -3.2279], [-1.9939, 1.4486, -2.3706], [-0.6174, 1.5485, -3.4772], [-2.3233, 3.1885, -4.1068], [-2.3499, 3.9257, -2.5050], [-0.9228, 4.1057, -3.5523], [1.4962, -1.1922, 1.8170], [4.7329, 1.9579, 1.6368], [3.8163, 3.1447, 0.6217], [4.1337, 4.5801, 1.0777], [2.7386, 2.9124, 0.7166], [4.1275, 2.9865, -0.4259], [3.8733, 5.2968, 0.2919], [3.5693, 4.8578, 1.9762], [5.2044, 4.6939, 1.2992], [3.5603, 1.2690, 2.8355], [4.3297, 0.8612, 4.1058], [3.0480, 0.3795, 2.3831], [2.7850, 2.0282, 3.0652], [3.6354, 0.5347, 4.8894], [5.0187, 0.0311, 3.9075], [4.9074, 1.7116, 4.4856], [5.4206, 0.6945, 0.5142], [6.8820, 0.9972, 0.1523], [4.7833, 0.6835, -0.3816], [5.3329, -0.2867, 1.0067], [7.3447, 0.1208, -0.3062], [6.9641, 1.8133, -0.5687], [7.4648, 1.2550, 1.0424], [-2.9083, -2.0745, -1.0556], [-2.6443, -2.6002, 0.2021], [-1.6010, -1.8643, 0.6919], [-1.2141, -0.9176, -0.2463], [-2.0211, -1.0744, -1.2904], [-3.6307, -2.3783, -1.6994], [-3.1978, -3.4101, 0.6334], [-1.0739, -1.9563, 1.6311], [-2.0444, -0.5163, -2.2177]],
  "e_above_lowest_kj_mol": 0.00,
  "total_charge": 2,
  "lumo_energy_ha": [-0.29019, -0.31547],
  "gap_ev": [5.01, 4.36]
}

Record 5
{
  "formula": "C4H6ClFO",
  "method": "the ωB97M-V functional and the def2-TZVPD basis",
  "symbols": ["O", "C", "C", "F", "C", "C", "Cl", "H", "H", "H", "H", "H", "H"],
  "coordinates": [[1.1102, 0.1123, -2.0504], [0.6020, 0.7657, -0.9547], [-0.2606, -0.1761, -0.1642], [-0.8803, -1.1428, -0.9460], [0.2809, -0.7671, 1.0737], [-0.8818, 0.1684, 1.1869], [-2.5006, -0.3283, 1.8217], [0.4395, -0.5283, -2.4154], [1.4739, 1.2664, -0.4127], [-0.0124, 1.6329, -1.2495], [0.0657, -1.7805, 1.1892], [1.2761, -0.4424, 1.4135], [-0.7127, 1.2198, 1.5079]],
  "e_above_lowest_kj_mol": 79.74,
  "smiles": "OC[C@@]1(F)C[C@@H]1Cl",
  "lumo_energy_ha": 0.02856,
  "gap_ev": 11.08
}

Record 6
{
  "formula": "C27H56AlBeCl2KNO11",
  "method": "the ωB97M-V functional and the def2-TZVPD basis",
  "symbols": ["C", "C", "C", "C", "C", "C", "C", "C", "C", "C", "C", "C", "C", "C", "C", "C", "C", "C", "O", "C", "O", "C", "H", "H", "H", "H", "H", "H", "H", "H", "H", "H", "H", "H", "H", "H", "H", "H", "H", "H", "H", "H", "H", "H", "H", "H", "H", "H", "H", "H", "H", "H", "H", "H", "H", "H", "H", "H", "H", "H", "H", "H", "H", "H", "Al", "O", "H", "C", "C", "O", "N", "C", "H", "H", "H", "H", "H", "H", "H", "Cl", "C", "C", "Cl", "H", "H", "H", "H", "O", "H", "C", "O", "O", "O", "H", "C", "O", "O", "O", "K", "Be"],
  "coordinates": [[-4.6554, -4.0979, 1.4362], [-3.3258, -4.8870, 1.5044], [-3.0070, -5.6512, 0.1960], [-1.5891, -5.4258, -0.3559], [-1.1845, -3.9467, -0.3796], [-0.0302, -3.6635, -1.3423], [0.0553, -2.1448, -1.5948], [1.1232, -1.4685, -0.6969], [0.4813, -0.5016, 0.3248], [1.4737, 0.5301, 0.8739], [1.8289, 1.5568, -0.2140], [0.9115, 2.7944, -0.2121], [1.5835, 4.0846, -0.6742], [0.5521, 5.2333, -0.6785], [1.2747, 6.5980, -0.6620], [0.6619, 7.5592, -1.6796], [1.5065, 8.8241, -1.9152], [0.8792, 10.0081, -1.1902], [-0.4132, 10.2890, -1.6672], [-0.7877, 11.6543, -1.6470], [1.6306, 8.9522, -3.3222], [1.7661, 10.2690, -3.8318], [-5.4642, -4.6483, 1.9178], [-4.9362, -3.8427, 0.4137], [-4.5639, -3.1606, 1.9904], [-3.4609, -5.6181, 2.3041], [-2.5271, -4.2126, 1.8066], [-3.0998, -6.7211, 0.4322], [-3.7111, -5.3309, -0.5786], [-0.8359, -6.0630, 0.1163], [-1.5994, -5.7441, -1.4096], [-2.0702, -3.3648, -0.6572], [-0.8697, -3.6719, 0.6322], [0.8878, -3.9655, -0.8354], [-0.1306, -4.2275, -2.2703], [-0.9156, -1.7029, -1.3365], [0.2140, -1.9209, -2.6518], [1.8402, -0.9441, -1.3472], [1.6901, -2.1909, -0.1088], [0.0998, -1.1430, 1.1231], [-0.4153, 0.0379, -0.1154], [2.3828, 0.0508, 1.2391], [1.0363, 1.0665, 1.7235], [2.8854, 1.8088, -0.1486], [1.6782, 1.0810, -1.2285], [0.4913, 2.9694, 0.7948], [0.0158, 2.6334, -0.8595], [2.0430, 3.9689, -1.6567], [2.3492, 4.3578, 0.0595], [-0.1020, 5.1154, 0.1988], [-0.0291, 5.1474, -1.5979], [1.2859, 7.0245, 0.3453], [2.3166, 6.4202, -0.9465], [-0.3549, 7.8558, -1.4137], [0.5948, 7.0279, -2.6318], [2.5049, 8.6840, -1.4691], [0.8039, 9.7046, -0.1315], [1.5515, 10.8711, -1.1908], [-1.5695, 11.8459, -0.9077], [0.0514, 12.3313, -1.4721], [-1.2082, 11.9060, -2.6241], [0.7809, 10.7329, -3.9152], [2.1662, 10.1747, -4.8411], [2.4617, 10.8884, -3.2602], [-0.8750, 3.3716, 2.2987], [-1.4255, -7.1153, -3.1688], [-1.8023, -7.5856, -2.4446], [0.4174, -3.9690, 5.1443], [0.7743, -3.0823, 3.9784], [0.4402, -3.3582, 2.8351], [1.4913, -1.9565, 4.2438], [1.9708, -1.4801, 5.5286], [-0.1466, -4.8175, 4.7703], [1.3172, -4.3368, 5.6382], [-0.1973, -3.4293, 5.8654], [1.7025, -1.4128, 3.4236], [1.5572, -0.4921, 5.7393], [3.0588, -1.4021, 5.5145], [1.6797, -2.1557, 6.3247], [1.3123, -8.3895, -1.0217], [1.8046, -6.7249, -1.3747], [3.3001, -6.5642, -1.4354], [4.0705, -6.7615, 0.1642], [1.3685, -6.0812, -0.6174], [1.3604, -6.4743, -2.3391], [3.5444, -5.5605, -1.7809], [3.7499, -7.2838, -2.1143], [-3.6680, 0.4227, 2.8029], [-4.1326, -0.3722, 2.5119], [-3.1878, 2.0130, 0.2852], [-4.2644, 2.1081, 0.8865], [-2.2157, 1.3242, 0.9505], [-2.8989, 2.4684, -0.8397], [-2.6891, 1.0319, 1.8152], [0.2616, -11.5994, -1.5960], [1.4739, -11.7092, -1.4806], [-0.3305, -11.0402, -2.5538], [-0.5951, -12.0178, -0.7752], [-3.3885, -8.1538, -1.6208], [0.1578, 0.7884, -1.3219]],
  "total_charge": 1,
  "lumo_energy_ha": -0.24341,
  "gap_ev": 2.46
}

Number 1: total energy -58188.9391 eV. Number 2: total energy -12190.3510 eV. Number 3: total energy -9742.4628 eV. Number 4: total energy -171208.1393 eV. Number 5: total energy -21531.0152 eV. Number 6: total energy -101265.9782 eV.